117
Properties=species:S:1:pos:R:3 method="wB97M-V/def2-TZVPD" homo_lumo_gap_ev=6.4 charge=-1 e_lumo_ev=1.955
C -1.63001 0.51799 1.61860
C -1.67633 0.97670 3.08405
C -1.51204 -0.16828 4.08096
C -0.08453 -0.72675 4.08497
C 0.93498 0.18321 4.80896
C 1.91865 0.86669 3.84919
C 3.29555 0.18414 3.66205
C 3.37582 -1.32082 3.89031
C 2.82765 -2.21189 2.76841
C 3.36738 -1.87494 1.37324
C 2.46911 -0.89696 0.62506
O 1.45116 -1.54941 -0.08242
P 0.95663 -0.47676 -1.41406
C 0.58062 0.91691 -2.66986
C -0.81569 1.50935 -2.53691
C -1.13726 2.55325 -3.63756
C -1.20173 4.02428 -3.18343
C -0.20058 4.36787 -2.11359
O -0.09250 5.77506 -1.96341
C 0.83347 6.13271 -0.95446
C 1.00265 -1.91308 -2.70160
C -0.36675 -2.12518 -3.27685
C -0.75715 -1.49632 -4.47152
C -2.03401 -1.63538 -5.02067
C -2.98637 -2.42716 -4.37745
C -2.61061 -3.08199 -3.20328
C -1.32847 -2.94682 -2.64109
C -1.05518 -3.67903 -1.35141
O 2.68756 -0.17779 -1.58088
C 3.12843 0.17714 -0.28974
C 4.66206 0.22305 -0.32855
C 5.13225 0.97248 -1.58584
C 5.60169 0.00361 -2.66256
Br 7.52194 -0.31827 -2.50397
H -1.18288 -0.46171 1.48533
H -1.04770 1.21740 1.02796
H -2.62360 0.50193 1.17763
H -2.65119 1.42945 3.26509
H -0.91250 1.72857 3.26968
H -2.17451 -0.97921 3.78096
H -1.74594 0.15860 5.09494
H -0.05192 -1.74722 4.46388
H 0.23260 -0.80569 3.04727
H 1.44326 -0.31531 5.62685
H 0.34876 0.98355 5.26526
H 1.43257 1.05730 2.89624
H 2.12365 1.85530 4.26315
H 3.98178 0.65634 4.36548
H 3.66846 0.43894 2.67350
H 4.43560 -1.57083 3.97292
H 2.92352 -1.61997 4.83360
H 3.16808 -3.22530 2.99308
H 1.74248 -2.26006 2.75692
H 3.39949 -2.80843 0.81216
H 4.38873 -1.51858 1.48739
H 1.98169 -0.31995 1.42506
H -0.45253 -0.78341 -1.21129
H 0.75999 0.52815 -0.37145
H 0.78054 0.58527 -3.68857
H 1.32578 1.68617 -2.46399
H -0.89254 1.93395 -1.53841
H -1.54490 0.70532 -2.59458
H -0.34924 2.48360 -4.38515
H -2.06577 2.27444 -4.12972
H -0.99410 4.64853 -4.05388
H -2.21970 4.26593 -2.88151
H -0.53459 3.94316 -1.16340
H 0.75974 3.89792 -2.33975
H 1.25819 5.25395 -0.47200
H 1.66053 6.67657 -1.40807
H 0.34481 6.72725 -0.18606
H 1.64361 -1.65866 -3.54465
H 1.31424 -2.83670 -2.23181
H -0.03297 -0.87529 -4.97913
H -2.28056 -1.10623 -5.93059
H -3.97277 -2.52348 -4.79751
H -3.34910 -3.69907 -2.70609
H 0.00187 -3.81096 -1.16913
H -1.48781 -4.67724 -1.39393
H -1.49368 -3.13416 -0.51976
H 2.84154 1.20047 -0.02989
H 4.98210 0.81098 0.53479
H 5.10890 -0.76310 -0.24956
H 5.92082 1.66766 -1.31331
H 4.30173 1.56116 -1.96605
H 5.35088 0.31634 -3.66764
H 5.12906 -0.95277 -2.49041
O -5.88856 -2.27567 -6.47471
S -6.14306 -2.32874 -7.87919
O -7.13744 -1.48405 -8.46579
O -6.43316 -3.84027 -8.28645
C -7.44776 -4.54599 -7.54429
C -8.85226 -4.14201 -7.94655
C -4.63186 -2.14367 -8.75803
H -7.28089 -4.40510 -6.47541
H -7.27942 -5.59791 -7.76624
H -9.06465 -3.11155 -7.66600
H -9.57920 -4.78785 -7.45313
H -8.97971 -4.22272 -9.02606
H -3.89109 -2.81126 -8.32615
H -4.32323 -1.10730 -8.64139
H -4.80608 -2.37080 -9.80624
O 2.07590 1.93829 7.36855
S 1.48114 2.73199 8.39589
O 2.15860 3.88530 8.90290
O 1.08955 1.77967 9.61026
C 2.12043 0.92202 10.14050
C 3.11023 1.66914 11.01195
C -0.15263 3.17961 7.92464
H 2.62002 0.40389 9.32054
H 1.59097 0.17369 10.72686
H 3.70147 2.37256 10.42778
H 3.79089 0.96307 11.48848
H 2.58941 2.23684 11.78304
H -0.67107 2.29217 7.57168
H -0.06222 3.91068 7.12442
H -0.65721 3.61751 8.78157

139
Properties=species:S:1:pos:R:3 method="wB97M-V/def2-TZVPD" homo_lumo_gap_ev=9.0 e_lumo_ev=-0.192
C -3.11719 -1.90905 -3.82864
C -4.20071 -1.26269 -2.95448
B -5.60685 -1.31416 -3.66274
O -6.26761 -2.51099 -3.65047
C -6.27924 -0.09444 -4.46004
C -7.74198 0.25402 -4.08670
C -8.73218 -0.81800 -3.69279
F -9.17468 -1.54689 -4.78808
C -6.33849 -0.56995 -5.95665
O -6.79965 -1.59962 -6.34591
N -5.66973 0.37793 -6.80333
C -4.66836 0.92021 -5.89147
C -5.35612 1.15093 -4.54684
C -6.00092 2.57151 -4.45243
B -5.99170 3.06707 -2.95553
O -4.83667 3.60655 -2.42210
O -7.03900 2.95053 -2.08605
H -2.93592 -1.36317 -4.75044
H -2.17847 -1.98502 -3.29040
H -3.40709 -2.92411 -4.09258
H -4.28485 -1.87846 -2.05290
H -3.89896 -0.27069 -2.62573
H -6.39651 -2.88165 -2.77050
H -7.72540 0.96321 -3.26736
H -8.20635 0.76086 -4.93448
H -9.60761 -0.33189 -3.25761
H -8.33595 -1.50948 -2.95539
H -6.32035 1.09652 -7.10990
H -3.93815 0.12340 -5.75272
H -4.12155 1.77147 -6.28186
H -4.55626 1.15950 -3.81235
H -6.97185 2.63909 -4.93868
H -5.33185 3.24015 -4.99134
H -4.37369 2.97987 -1.84953
H -7.88568 2.83881 -2.53323
Br -2.26385 -3.88731 0.40702
C -1.02509 -2.71840 1.33814
C -0.29719 -1.78534 0.40357
Br 1.07805 -2.70763 -0.61725
H -0.34534 -3.36530 1.88379
H -1.62622 -2.14716 2.04372
H 0.22888 -1.02393 0.97579
H -0.96099 -1.31630 -0.31647
Br -0.71444 2.68161 -1.51513
C -0.24416 3.85884 -2.99489
C -1.46097 4.45233 -3.65552
Br -2.43764 3.16371 -4.71878
H 0.35448 3.26462 -3.67733
H 0.36791 4.64674 -2.56145
H -1.17983 5.25583 -4.33159
H -2.17427 4.82169 -2.92360
Br -4.31900 2.01101 0.54736
C -5.11448 3.75310 0.89457
C -4.94422 4.16999 2.32997
Br -6.11913 3.19377 3.52766
H -6.15527 3.67281 0.59837
H -4.60588 4.44811 0.23071
H -5.20158 5.21992 2.44563
H -3.93287 3.99853 2.68505
Br 1.82903 4.09294 0.96194
C 0.13611 4.22883 1.91291
C 0.00684 3.20657 3.00908
Br -0.34127 1.42088 2.31897
H -0.64418 4.13156 1.16317
H 0.11443 5.22897 2.34271
H -0.83946 3.43877 3.65101
H 0.90943 3.13819 3.60821
Br 1.14086 -3.51387 4.10851
C 1.04888 -1.61085 4.46968
C 2.11664 -0.86265 3.72011
Br 3.87198 -1.08537 4.52132
H 1.12596 -1.47974 5.54394
H 0.06314 -1.29618 4.13186
H 1.91508 0.20359 3.73630
H 2.20041 -1.19966 2.69046
Br 4.81186 8.03031 4.91215
C 3.76165 6.71964 3.93830
C 2.56547 7.35252 3.28151
Br 1.15727 7.76165 4.56174
H 3.48293 5.94612 4.64675
H 4.42444 6.30104 3.18468
H 2.11588 6.65953 2.57653
H 2.81194 8.28375 2.78204
Br 2.51410 -7.75990 -0.31609
C 1.73092 -6.00712 0.00278
C 1.66483 -5.64265 1.46070
Br 0.23034 -6.54746 2.41121
H 0.75305 -6.01575 -0.46748
H 2.38180 -5.30862 -0.51826
H 1.45272 -4.57813 1.55540
H 2.58311 -5.88144 1.99144
Br 4.92580 -8.13993 2.80705
C 5.02634 -8.11136 4.74668
C 3.65515 -8.20500 5.36195
Br 2.67305 -6.54397 5.15475
H 5.52975 -7.18917 5.01788
H 5.63506 -8.96428 5.03697
H 3.72394 -8.39014 6.43121
H 3.05499 -8.97961 4.89401
Br 2.99379 -4.99860 -3.42562
C 2.91112 -3.46998 -4.62006
C 1.50308 -2.96066 -4.79108
Br 0.44931 -4.12430 -5.93591
H 3.34667 -3.79520 -5.55896
H 3.54215 -2.70786 -4.16930
H 1.51160 -1.99033 -5.28089
H 0.97325 -2.88963 -3.84652
Br 6.10041 4.93206 7.89135
C 6.15022 6.81553 8.36671
C 7.28200 7.54095 7.69021
Br 9.00437 7.12660 8.49008
H 6.22130 6.86009 9.44834
H 5.19896 7.22841 8.03899
H 7.15714 8.61583 7.79585
H 7.35591 7.28436 6.63889
Br 5.20888 -5.31140 -7.19608
C 6.26573 -6.79571 -6.52021
C 6.10888 -7.00454 -5.03871
Br 7.05655 -5.66973 -3.99641
H 7.29442 -6.58427 -6.79248
H 5.91476 -7.67193 -7.05966
H 6.54334 -7.96124 -4.75876
H 5.07189 -6.96287 -4.71903
Br 6.27169 11.01497 6.11922
C 6.78306 12.24860 4.70703
C 5.58987 12.81555 3.98585
Br 4.77971 11.53104 2.77498
H 7.44294 11.70176 4.04187
H 7.33540 13.04467 5.20012
H 5.89468 13.65475 3.36562
H 4.81073 13.12949 4.67240
Br -1.14692 -9.55405 -0.12319
C -0.03027 -11.10225 0.23035
C 0.02988 -11.42540 1.70105
Br 1.15803 -10.16715 2.65526
H 0.95022 -10.87699 -0.17760
H -0.48039 -11.92603 -0.31850
H 0.46732 -12.40797 1.86042
H -0.95136 -11.38121 2.16212